Entry 1:
Molecular formula: C46H47N4OPSe2SiW
Method: DFT, ωB97M-V with the def2-TZVPD basis set

ORCA input file:
```
! wB97M-V def2-TZVPD RIJCOSX def2/J DEFGRID3
* xyz 2 1
W -0.35026 0.04855 -0.80140
C -1.13765 0.75000 2.47390
N -0.75602 1.42036 1.19756
C 0.55691 2.07744 1.35833
C 1.53800 0.94962 1.49943
C 2.48520 0.87488 2.50050
C 3.26853 -0.26909 2.59105
C 3.10465 -1.27928 1.66085
C 2.15434 -1.12266 0.66830
N 1.36396 -0.04463 0.60972
C -1.88329 2.33653 0.90879
C -2.97265 1.46672 0.34321
C -4.30261 1.76244 0.55756
C -5.27910 0.86936 0.13719
C -4.88540 -0.30959 -0.46328
C -3.53692 -0.53535 -0.67029
N -2.58178 0.33121 -0.29200
C -0.80212 -0.69648 2.56948
C -0.64505 -1.29099 3.81179
C -0.48066 -2.66277 3.87763
C -0.48559 -3.38238 2.69557
C -0.62303 -2.70067 1.50074
N -0.77994 -1.37542 1.42431
H -0.71185 1.31030 3.31013
H -2.22204 0.81803 2.57427
H 0.76687 2.67501 0.46584
H 0.57942 2.73242 2.23257
H 2.58901 1.69070 3.20218
H 4.00354 -0.36268 3.37888
H 3.70828 -2.17489 1.67514
H 1.98094 -1.88948 -0.07210
H -2.22854 2.80760 1.83328
H -1.58529 3.12519 0.22715
H -4.56305 2.67497 1.07672
H -6.32517 1.08918 0.30121
H -5.59777 -1.05176 -0.79193
H -3.19566 -1.44076 -1.14922
H -0.66337 -0.68291 4.70632
H -0.35448 -3.15770 4.83072
H -0.36694 -4.45611 2.68384
H -0.60064 -3.22712 0.55656
Se -0.83245 2.41810 -1.95616
P -1.48842 0.66138 -3.02836
Se -0.69788 -2.09376 -1.60506
C -3.28241 0.68742 -3.24076
C -3.87155 -0.46295 -3.77266
C -5.23538 -0.50252 -4.00106
C -6.01752 0.61060 -3.71222
C -5.43180 1.75923 -3.20064
C -4.06485 1.80085 -2.96127
C -0.85200 0.46746 -4.68708
C -0.35039 -0.75231 -5.12312
C -0.07120 -0.92771 -6.47427
C -0.28816 0.10734 -7.36705
C -0.79490 1.32765 -6.92719
C -1.08883 1.50800 -5.59084
H -3.26476 -1.32718 -4.02327
H -5.68857 -1.39137 -4.41826
H -7.08176 0.58744 -3.90442
H -6.03721 2.63291 -2.99910
H -3.61119 2.70095 -2.56515
H -0.17808 -1.56213 -4.42435
H 0.31503 -1.87481 -6.82191
H -0.07289 -0.03207 -8.41814
H -0.96640 2.13134 -7.63003
H -1.50062 2.45123 -5.25034
C 2.16316 2.13512 -4.74728
C 3.09581 1.89424 -3.55567
C 3.00318 3.14795 -2.66395
C 4.55055 1.80322 -4.06006
Si 2.73777 0.31997 -2.60637
O 1.19941 0.30829 -1.83322
C 2.77247 -1.26346 -3.59214
C 2.42012 -2.45455 -2.94690
C 2.45249 -3.68015 -3.59209
C 2.87180 -3.74760 -4.91424
C 3.25333 -2.58723 -5.57074
C 3.19653 -1.36374 -4.91932
C 4.05446 0.17545 -1.27566
C 4.96872 -0.88415 -1.29583
C 6.04730 -0.92854 -0.42293
C 6.25238 0.10241 0.48280
C 5.36819 1.17252 0.51264
C 4.28308 1.19761 -0.34710
H 2.52177 2.98834 -5.32744
H 1.16209 2.37813 -4.39589
H 2.08565 1.28306 -5.42484
H 3.14826 4.03578 -3.28322
H 3.77874 3.16825 -1.89737
H 2.02543 3.24016 -2.18516
H 4.79966 2.73404 -4.57453
H 4.71024 0.98906 -4.76855
H 5.26377 1.67824 -3.24332
H 2.13328 -2.43021 -1.90381
H 2.17284 -4.58464 -3.06775
H 2.91696 -4.70084 -5.42369
H 3.60036 -2.63517 -6.59499
H 3.48764 -0.47631 -5.46664
H 4.84713 -1.68880 -2.00946
H 6.74157 -1.75735 -0.46485
H 7.10640 0.08228 1.14679
H 5.53465 1.99099 1.20220
H 3.61716 2.05265 -0.30808
*
```

Summary:
E_HOMO (alpha / beta)	-12.6979 / -12.6983	eV
LUMO level (alpha / beta)	-6.31 / -6.31	eV
gap between HOMO and LUMO (alpha / beta)	0.2346 / 0.2347	hartree
ΔE to the lowest compared entry with this formula, charge and spin	42.9	kcal per mole

Atomic partial charges in e from the Löwdin method, atoms 1 to 6: 1.169 -0.087 -0.232 -0.103 -0.259 0.015



Entry 2:
Molecular formula: C46H47N7O4P2STi
Method: DFT, ωB97M-V with the def2-TZVPD basis set

ORCA input file:
```
! wB97M-V def2-TZVPD RIJCOSX def2/J DEFGRID3
* xyz 0 3
Ti -0.11603 -2.73201 -0.63529
C 2.97160 -2.15276 0.69521
N 1.70801 -2.27914 1.41303
C 1.38501 -3.55889 2.02941
C 0.73294 -4.47645 1.01018
N 0.98254 -4.34714 -0.28975
C 0.38148 -5.54727 -0.92422
C 0.50456 -6.03435 -2.18427
C 0.23099 -7.44052 -2.35506
C -0.25248 -8.18555 -1.27367
C -0.58132 -7.64112 -0.05611
C -0.14849 -6.33075 0.12528
N 0.06988 -5.59925 1.30057
C 2.73262 -1.62630 -0.68719
N 1.54482 -1.38317 -1.26003
C 1.85621 -0.74310 -2.52870
C 0.96368 -0.29593 -3.52016
C 1.44781 -0.31066 -4.82002
C 2.81139 -0.68379 -5.03808
C 3.75037 -0.80171 -3.98374
C 3.25238 -0.74184 -2.69033
N 3.76693 -1.26713 -1.49044
H 3.54899 -3.10042 0.59301
H 3.59472 -1.42685 1.27504
H 1.61700 -1.49884 2.07790
H 0.67524 -3.38481 2.88504
H 2.27600 -4.02487 2.51355
H 0.70695 -5.39300 -3.05870
H 0.33565 -7.99649 -3.31924
H -0.36578 -9.28501 -1.36869
H -0.90647 -8.23706 0.75884
H -0.19924 -5.89139 2.20952
H -0.07101 -0.13774 -3.23159
H 0.85949 -0.04139 -5.67095
H 3.17053 -0.90917 -6.03162
H 4.81238 -0.95707 -4.15107
H 4.74553 -1.30443 -1.30114
C -0.38837 4.57087 0.58144
N 0.02965 3.30882 0.06250
P -1.13617 2.29292 -0.88096
C -2.70195 2.72223 -0.12067
C -2.78089 2.90218 1.24087
C -4.02701 3.22516 1.86065
C -5.13776 3.48581 1.09770
C -5.06086 3.27932 -0.28136
C -3.87637 2.92071 -0.90808
C -1.48506 2.93251 -2.55293
C -2.21459 2.16101 -3.53186
C -2.11121 2.51940 -4.85435
C -1.48555 3.76123 -5.20565
C -0.96074 4.57952 -4.22707
C -0.85907 4.09656 -2.89389
P 1.27806 2.30729 0.87583
C 1.18748 2.80842 2.60602
C 0.35719 2.02089 3.44791
C 0.16548 2.37133 4.78336
C 0.92569 3.39843 5.38739
C 1.81563 4.10009 4.56549
C 1.82954 3.90974 3.18042
C 2.99823 2.79025 0.40118
C 3.22101 3.13314 -0.93392
C 4.53875 3.49397 -1.29913
C 5.57350 3.42670 -0.32380
C 5.32567 2.98785 0.95755
C 4.04544 2.70158 1.33050
H -0.95011 5.12662 -0.21787
H 0.52918 5.14143 0.90398
H -1.03317 4.45915 1.45983
H -1.94421 2.64196 1.85013
H -4.08890 3.27138 2.94738
H -6.05859 3.78857 1.59510
H -5.96543 3.38989 -0.88210
H -3.87623 2.73842 -1.95905
H -2.86815 1.33428 -3.22184
H -2.55078 1.90990 -5.64056
H -1.36653 4.08325 -6.20006
H -0.63067 5.56969 -4.46990
H -0.08647 4.51365 -2.24147
H -0.08845 1.07422 3.06779
H -0.54155 1.81847 5.35915
H 0.80504 3.65217 6.44053
H 2.48765 4.89211 4.90050
H 2.53353 4.54740 2.61288
H 2.41099 3.27412 -1.61568
H 4.74469 3.89427 -2.26397
H 6.59619 3.69297 -0.61967
H 6.07739 2.87497 1.73268
H 3.72487 2.37536 2.33145
O -3.28433 -2.10260 -2.14254
S -2.23706 -3.11391 -2.20760
O -2.33099 -4.15425 -3.19767
O -1.88369 -3.68910 -0.84503
O -0.77873 -2.36638 -2.36589
C -2.27590 -0.51916 3.80276
C -2.58020 -1.64954 2.82480
C -2.55125 -3.01805 3.50987
C -3.93907 -1.58824 2.09049
C -1.45011 -1.64277 1.78234
N -1.16679 -1.45970 0.64730
H -3.01478 -0.47273 4.62204
H -2.29098 0.46787 3.36286
H -1.31463 -0.61574 4.30727
H -3.48605 -3.19555 4.02361
H -1.76955 -3.05721 4.23261
H -2.41197 -3.72960 2.74104
H -4.80669 -1.51919 2.70745
H -4.13696 -2.43103 1.41650
H -4.01115 -0.64796 1.43691
*
```

Summary:
E_HOMO (alpha / beta)	-4.6597 / -7.7043	eV
LUMO level (alpha / beta)	-0.03 / -0.04	eV
gap between HOMO and LUMO (alpha / beta)	0.1703 / 0.2817	hartree
ΔE to the lowest compared entry with this formula, charge and spin	44.5	kcal per mole

Atomic partial charges in e from the Löwdin method, atoms 1 to 6: 0.857 -0.132 -0.086 -0.160 -0.400 -0.002



no.,total energy (eV)
1,-206149.2358
2,-119613.1856